Density functional theory data (ωB97M-V/def2-TZVPD) for a cluster of 3 separate species, C15H20B3F16O10P in total at a distorted geometry.

Structure (ORCA input):
```
! wB97M-V def2-TZVPD RIJCOSX def2/J DEFGRID3
* xyz 0 1
O 2.9270 -6.4250 6.8721
P 2.9034 -5.6406 5.6078
B 3.4998 -3.7933 5.8302
O 2.5896 -2.7797 6.0305
B 2.7773 -1.6914 5.1787
C 1.5952 -0.8548 4.5986
C 0.1843 -1.4478 4.7811
C -0.3880 -1.9838 3.4740
C -1.8318 -2.4327 3.6075
O -2.4463 -2.4693 4.6270
O -2.4238 -2.8085 2.4394
O 4.0913 -1.4019 4.8034
B 5.0623 -2.3841 4.8689
C 6.3549 -2.3238 3.9538
O 7.5019 -1.7545 4.5891
O 7.7222 -2.4924 5.8084
O 4.8281 -3.4690 5.7157
H 3.6990 -6.1552 4.5592
H 1.6468 -5.5453 4.9652
H 1.6449 0.1590 5.0109
H 1.8268 -0.7235 3.5331
H -0.4968 -0.6954 5.1799
H 0.2000 -2.2546 5.5152
H -0.3254 -1.2288 2.6828
H 0.1871 -2.8587 3.1429
H -1.7496 -2.8339 1.7464
H 6.1934 -1.6643 3.0976
H 6.5986 -3.3227 3.5697
H 7.6123 -1.7992 6.4731
F -2.0280 -0.5983 -1.3118
C -2.3487 -1.6928 -0.6016
F -1.2016 -2.3878 -0.3516
C -3.3084 -2.6045 -1.3723
F -2.7063 -3.0655 -2.4841
F -3.5149 -3.6631 -0.5315
C -4.7023 -2.0568 -1.6970
O -4.8832 -1.5472 -3.0007
C -4.6720 -0.2382 -3.3039
F -4.3814 0.5000 -2.2182
F -5.8170 0.2569 -3.8321
C -3.5965 -0.0783 -4.3896
F -2.4338 -0.6190 -3.9832
F -3.3966 1.2453 -4.6020
H -2.7800 -1.3961 0.3575
H -5.3522 -2.9293 -1.6526
H -5.0365 -1.3578 -0.9302
H -3.9207 -0.5523 -5.3167
F 1.6140 5.7049 -4.5571
C 1.1668 6.9763 -4.5572
F 1.6381 7.5920 -3.4510
C -0.3657 7.0163 -4.5233
F -0.8148 6.5008 -3.3648
F -0.6712 8.3521 -4.5400
C -1.1237 6.4145 -5.7122
O -1.6301 5.1102 -5.5384
C -0.9214 4.0009 -5.8846
F 0.2373 4.3029 -6.4960
F -1.6688 3.2957 -6.7708
C -0.7014 3.0748 -4.6798
F -0.0298 3.7245 -3.7076
F 0.0397 2.0173 -5.0800
H 1.5444 7.4970 -5.4409
H -2.0109 7.0384 -5.8090
H -0.5480 6.5141 -6.6328
H -1.6588 2.7269 -4.2952
*
```

Results
SMILES string: O=[PH2]B1OB(CCCC(=O)O)OB(COO)O1.FC(F)C(F)(F)COC(F)(F)C(F)F.FC(F)C(F)(F)COC(F)(F)C(F)F
LUMO energy (hartree): -0.01126